The following is a DFT calculation (the ωB97M-V functional and the def2-TZVPD basis) of C14H10BrCl36FNO3PS as an isolated structure.

Values from the calculation:
- HOMO level (eV) = -8.70
- total charge = 0

```
68
C14H10BrCl36FNO3PS (the ωB97M-V functional and the def2-TZVPD basis)
C 2.04 -2.97 -3.97
C 1.67 -1.73 -3.10
P 1.53 -2.09 -1.27
C 2.54 -3.63 -0.94
N 2.35 -0.86 -0.27
C 2.77 0.35 -1.01
C 4.25 0.21 -1.41
O 4.96 -0.50 -0.87
Br 4.92 1.31 -2.88
S 1.33 -0.42 1.00
O 0.49 -1.48 1.39
O 2.18 0.08 2.02
F 0.37 0.79 0.53
H 2.34 -2.58 -4.96
H 2.90 -3.54 -3.60
H 1.20 -3.66 -4.16
H 2.35 -0.91 -3.38
H 0.65 -1.44 -3.43
H 3.62 -3.41 -1.06
H 2.21 -4.48 -1.55
H 2.37 -3.86 0.13
H 2.75 1.19 -0.28
H 2.10 0.66 -1.83
C 1.28 4.17 0.69
Cl -0.09 4.23 -0.43
Cl 2.54 3.12 0.01
Cl 1.93 5.80 0.92
Cl 0.75 3.51 2.24
C 0.82 -5.59 2.99
Cl -0.65 -5.98 3.90
Cl 0.80 -6.48 1.45
Cl 0.87 -3.86 2.66
Cl 2.24 -6.06 3.93
C -0.80 -0.76 4.87
Cl -1.07 -2.48 4.57
Cl 0.87 -0.51 5.36
Cl -1.13 0.16 3.39
Cl -1.88 -0.19 6.16
C -5.38 -1.31 2.80
Cl -6.85 -1.68 3.72
Cl -5.40 -2.23 1.28
Cl -5.32 0.42 2.44
Cl -3.96 -1.77 3.74
C -8.16 -5.71 3.86
Cl -7.73 -7.42 4.06
Cl -8.75 -5.44 2.21
Cl -9.42 -5.28 5.02
Cl -6.73 -4.71 4.14
C -1.04 6.12 -3.93
Cl -1.01 5.26 -5.48
Cl -1.70 7.75 -4.17
Cl -2.07 5.24 -2.79
Cl 0.60 6.24 -3.29
C 2.06 3.22 6.58
Cl 2.95 3.01 5.07
Cl 3.02 2.56 7.91
Cl 1.75 4.95 6.87
Cl 0.52 2.36 6.47
C -0.27 11.47 -3.51
Cl 1.07 10.38 -3.90
Cl -0.63 11.36 -1.78
Cl 0.18 13.13 -3.91
Cl -1.70 11.00 -4.44
C 0.71 -5.01 -7.36
Cl 1.62 -5.02 -8.87
Cl 1.71 -5.70 -6.07
Cl 0.27 -3.35 -6.95
Cl -0.76 -5.98 -7.55
```

The following is a DFT calculation (the ωB97M-V functional and the def2-TZVPD basis) of one molecule with the formula C14H10Cl2N4.

Values from the calculation:
- HOMO level (eV) = -8.17
- relative energy (zero: lowest compared OMol25 entry of this formula, charge and spin) (eV) = 2.463
- total charge = 0

```
30
C14H10Cl2N4 (the ωB97M-V functional and the def2-TZVPD basis)
Cl -4.07 1.63 -1.28
C -3.40 0.17 -0.92
C -4.16 -0.73 -0.08
C -3.54 -1.98 0.17
C -2.21 -2.23 -0.25
C -1.54 -1.33 -1.12
N -0.19 -1.53 -1.50
N 0.17 -2.70 -2.07
C 1.47 -2.45 -2.14
N 1.92 -1.39 -1.48
C 0.90 -0.73 -1.14
N 0.82 0.43 -0.45
C 1.65 0.98 0.46
C 1.59 2.39 0.57
C 2.29 3.10 1.49
C 2.89 2.41 2.52
C 2.94 1.05 2.51
C 2.40 0.33 1.40
C -2.18 -0.07 -1.48
Cl -1.53 1.18 -2.49
H -5.12 -0.36 0.38
H -3.96 -2.76 0.90
H -1.68 -3.16 -0.01
H 2.10 -3.08 -2.70
H -0.03 0.93 -0.53
H 1.11 2.85 -0.27
H 2.21 4.16 1.49
H 3.21 3.01 3.33
H 3.55 0.63 3.29
H 2.37 -0.76 1.38
```

The following is a DFT calculation (the ωB97M-V functional and the def2-TZVPD basis) of C14H10ClIrN2O7 as an isolated structure.

Values from the calculation:
- HOMO level (alpha / beta) (eV) = -11.76 / -11.78
- multiplicity = 2
- total charge = +1

```
35
C14H10ClIrN2O7 (the ωB97M-V functional and the def2-TZVPD basis)
Ir -0.91 -1.59 0.20
O 3.41 -1.92 -1.15
C 3.40 -0.79 -1.88
C 4.48 -0.45 -2.69
C 4.46 0.71 -3.43
C 3.37 1.58 -3.37
C 2.30 1.26 -2.57
C 2.29 0.07 -1.81
C 1.12 -0.22 -1.00
O 0.99 -1.33 -0.38
N 0.18 0.75 -0.86
N -0.77 0.31 -0.06
C -1.49 1.16 0.66
C -2.02 0.82 1.91
C -2.86 1.75 2.58
C -3.18 1.59 3.89
C -2.62 0.50 4.62
C -1.80 -0.41 4.03
C -1.49 -0.31 2.65
O -0.70 -1.19 2.14
H 4.24 -2.39 -1.28
H 5.34 -1.11 -2.73
H 5.31 0.95 -4.05
H 3.36 2.49 -3.96
H 1.45 1.91 -2.52
H -1.51 2.19 0.30
H -3.25 2.60 2.02
H -3.83 2.29 4.39
H -2.87 0.39 5.67
H -1.38 -1.24 4.58
O -1.61 -2.33 -1.60
Cl -3.09 -2.07 -1.24
O -3.89 -3.16 -1.61
O -3.49 -0.82 -1.73
O -2.94 -2.00 0.29
```

Calculated maximum force, 3.88; 3.77; 0.51 eV Å⁻¹ (same order as the records).